[1]
Density functional theory data (the ωB97M-V functional and the def2-TZVPD basis) for a structure of composition C5H7NO.

Properties
**Net charge**: 0
**Gap between HOMO and LUMO**: 0.3970 hartree
**LUMO**: 1.07 eV
**Multiplicity**: 1

Each line ends with the Mulliken charge.
Cartesian coordinates (Å):
N: 2.4830 0.3432 0.0461  -0.56
C: 1.3409 -0.2092 -0.0393  0.27
O: 0.7671 -1.4166 -0.2616  -0.43
C: -0.3915 -0.7087 -0.8413  0.15
C: -1.4995 -0.5267 0.2020  -0.76
C: -0.8806 0.8347 0.6220  -0.45
C: 0.2842 0.7195 -0.4124  -0.24
H: 3.3530 -0.1013 0.2263  0.21
H: -0.6200 -1.1332 -1.8200  0.40
H: -1.5453 -1.3135 0.9682  0.26
H: -2.5040 -0.4498 -0.2343  0.28
H: -0.5592 0.9080 1.6633  0.28
H: -1.5683 1.6608 0.4229  0.26
H: 1.3403 1.3928 -0.5420  0.33



[2]
Density functional theory data (the ωB97M-V functional and the def2-TZVPD basis) for a cluster of 2 separate species, C3H8O2 in total.

Properties
**Net charge**: 0
**Gap between HOMO and LUMO**: 0.3511 hartree
**LUMO**: 0.77 eV
**Multiplicity**: 1

Each line ends with the Mulliken charge.
Cartesian coordinates (Å):
C: 1.8347 -0.9047 -0.3475  -1.00
C: 0.5239 -0.5843 -0.3857  0.86
O: -0.3570 -1.2712 0.4085  -0.45
C: -0.1984 0.5408 -1.0320  -1.01
H: 2.5644 -0.3081 -0.8676  0.28
H: 2.0495 -1.8077 0.2045  0.21
H: 0.0576 -1.9829 0.8665  0.27
H: -1.1307 0.7634 -0.5243  0.24
H: 0.3921 1.4434 -1.1639  0.32
H: -0.4121 0.1925 -2.0499  0.25
H: -1.7062 1.7865 0.9830  0.34
H: -1.5031 0.9332 2.3124  0.31
O: -2.1148 1.1991 1.5960  -0.63



[3]
Density functional theory data (the ωB97M-V functional and the def2-TZVPD basis) for an isolated molecule of C4H4N2S.

Properties
**Net charge**: 0
**Gap between HOMO and LUMO**: 0.3204 hartree
**LUMO**: -0.45 eV
**Multiplicity**: 1

Each line ends with the Mulliken charge.
Cartesian coordinates (Å):
C: 1.8925 0.5941 0.0016  -0.11
C: -0.5796 0.9923 -0.0002  0.05
C: -1.1086 -0.2365 0.0042  -0.40
C: -2.5479 -0.3630 -0.0014  0.13
H: 2.7694 1.2005 -0.0054  0.33
H: 0.9356 2.3593 0.0119  0.26
H: -1.2356 1.8777 -0.0056  0.31
H: -0.5087 -1.1266 0.0073  0.32
N: 0.7659 1.3592 -0.0021  -0.16
N: -3.6927 -0.4670 -0.0009  -0.40
S: 2.0367 -1.0299 -0.0007  -0.32



[4]
Density functional theory data (the ωB97M-V functional and the def2-TZVPD basis) for a cluster of 2 separate species, C5H14 in total.

Properties
**Net charge**: 0
**Gap between HOMO and LUMO**: 0.4577 hartree
**LUMO**: 1.08 eV
**Multiplicity**: 1

Each line ends with the Mulliken charge.
Cartesian coordinates (Å):
C: 1.0914 -1.9078 -0.1190  -0.72
C: 2.0777 -3.0491 0.1131  -1.02
H: 1.2605 -1.1049 0.5946  0.23
H: 1.1903 -1.4956 -1.1253  0.29
H: 0.0547 -2.2406 -0.0544  0.31
H: 1.8240 -3.9511 -0.4387  0.31
H: 2.1389 -3.3015 1.1735  0.30
H: 3.0823 -2.7211 -0.1624  0.29
C: -0.7313 1.4111 -0.1845  0.20
C: -1.6500 2.1643 -1.1354  -1.28
C: -0.9748 1.7185 1.2711  -1.20
H: -0.8482 0.3395 -0.3418  0.07
H: 0.3069 1.6322 -0.4455  0.26
H: -1.6599 3.2386 -0.9385  0.32
H: -0.7537 2.7509 1.5527  0.33
H: -2.0120 1.5991 1.5861  0.33
H: -2.6785 1.8014 -1.0884  0.33
H: -1.3345 2.0496 -2.1748  0.33
H: -0.3839 1.0664 1.9176  0.30



[5]
Density functional theory data (the ωB97M-V functional and the def2-TZVPD basis) for a structure of composition C3H6F3OV.

Properties
**<S²>**: 6.005
**Net charge**: 0
**Gap between HOMO and LUMO (alpha / beta)**: 0.2664 / 0.3534 hartree
**LUMO (alpha / beta)**: -0.41 / 0.01 eV
**Multiplicity**: 5

Each line ends with the Mulliken charge.
Cartesian coordinates (Å):
H: 1.7110 0.3890 -0.2897  0.09
C: 0.6831 0.7040 -0.5167  0.58
F: 3.2329 0.6993 0.7574  -0.66
F: 0.4765 0.2295 -1.7865  -0.31
F: 0.4829 2.0517 -0.6170  -0.29
V: 4.4391 0.3133 2.0630  0.66
C: -2.1317 -0.9068 -0.5313  -0.61
O: -1.6229 0.2012 0.1798  -0.34
C: -0.2805 0.1174 0.5625  -0.56
H: -3.2117 -0.7541 -0.6402  0.23
H: -1.6798 -1.0156 -1.5285  0.25
H: -1.9459 -1.8398 0.0265  0.29
H: -0.1346 0.7253 1.4661  0.30
H: -0.0184 -0.9143 0.8547  0.38



[6]
Density functional theory data (the ωB97M-V functional and the def2-TZVPD basis) for an isolated molecule of C6H8O2.

Properties
**Net charge**: 0
**Gap between HOMO and LUMO**: 0.3565 hartree
**LUMO**: 0.86 eV
**Multiplicity**: 1

Each line ends with the Mulliken charge.
Cartesian coordinates (Å):
C: 0.8162 1.2376 0.0136  -0.56
C: -0.7081 1.1651 -0.0706  -0.59
C: -1.1721 -0.1932 0.4415  -0.16
C: -0.6540 -1.3836 -0.3945  -0.32
C: 0.6858 -1.3514 0.4376  0.11
C: 1.0976 -0.2036 -0.3113  -0.13
H: 1.3349 1.9626 -0.6348  0.30
H: 0.8638 1.5274 1.1275  0.27
H: -0.9966 2.1056 0.4938  0.31
H: -1.2024 1.3835 -1.1883  0.28
H: -0.9259 -0.1846 1.4127  0.40
H: -0.4689 -1.4222 -1.3741  0.47
H: 0.3544 -1.6555 1.5874  0.27
H: 1.0303 -0.3780 -1.3929  0.29
O: -2.1059 -1.2571 -0.1304  -0.43
O: 2.0508 -1.3527 -0.0173  -0.49